# 1
The following is a quantum chemistry calculation of a cluster of 2 separate species, C23H20N6O6 in total in a non-equilibrium geometry, from OMol25.

CARTESIAN COORDINATES (ANGSTROEM)
O1 5.61736 1.57154 1.25083
N1 4.93114 0.91193 2.06780
O2 5.38246 -0.07502 2.69402
C1 3.56576 1.27778 2.26234
C2 2.72633 0.44606 3.04522
C3 1.35210 0.59106 2.97372
C4 0.74970 1.55640 2.10591
C5 -0.66267 1.71539 1.85313
C6 -1.61891 0.69843 1.88152
C7 -1.16693 -0.73065 1.76654
C8 -0.24195 -1.09421 0.77512
C9 0.18208 -2.41785 0.63970
C10 -0.26332 -3.38962 1.53998
C11 -1.15498 -3.02725 2.55203
C12 -1.60064 -1.70747 2.67327
N2 -2.95645 0.97604 1.90002
C13 -3.49885 2.33782 1.98311
C14 -5.00937 2.21615 1.74740
C15 -5.29725 0.74202 1.42060
C16 -3.96474 -0.01154 1.51438
C17 1.63321 2.49235 1.47945
C18 3.00535 2.33125 1.51118
H1 3.20876 -0.31348 3.65635
H2 0.72157 -0.05433 3.59238
H3 -0.99640 2.72968 1.65427
H4 0.16765 -0.33534 0.11308
H5 0.86985 -2.68654 -0.15834
H6 0.09844 -4.42149 1.46072
H7 -1.51004 -3.77352 3.26425
H8 -2.25274 -1.41481 3.49753
H9 -3.28217 2.79309 2.96176
H10 -3.04361 2.97780 1.21474
H11 -5.56041 2.52508 2.63887
H12 -5.32628 2.86908 0.92936
H13 -6.01788 0.31469 2.12393
H14 -5.71680 0.62974 0.41600
H15 -3.70647 -0.46637 0.54400
H16 -4.01296 -0.82635 2.24924
H17 1.19413 3.32202 0.93150
H18 3.67807 2.98452 0.96006
O3 2.30593 -2.57219 -2.07318
N3 3.15386 -2.21167 -2.92493
O4 4.35140 -2.56919 -2.86818
C19 2.73066 -1.37553 -4.00905
C20 3.68280 -1.06689 -5.03852
N4 3.37319 -0.49819 -6.19777
C21 2.09613 -0.14442 -6.36947
N5 1.53797 0.30586 -7.53454
O5 0.14625 0.30399 -7.29420
N6 -0.13182 -0.12912 -5.95751
O6 -1.27719 -0.23089 -5.56462
C22 1.09311 -0.39271 -5.35590
C23 1.38040 -1.02460 -4.15683
H19 4.72806 -1.36342 -4.89624
H20 0.60709 -1.29513 -3.44602

As for the total charge: 0. For the LUMO energy, the calculation gives -2.510 eV. Its spin multiplicity is 1. The calculation puts the total energy at -1668.03769 hartree. Its energy relative to the best compared isomer or geometry (same formula, charge and spin) is 6.40 kcal/mol. The HOMO energy comes out at -7.51 eV.

Charge distribution, Löwdin scheme, values in e: O 0.035; N -0.329; O 0.039; C -0.169; C 0.013; C -0.018; C -0.211; C -0.021; C -0.175; C -0.190; C -0.025; C -0.059; C -0.075; C -0.075; C -0.051; N -0.069; C -0.145; C -0.154; C -0.152; C -0.145; C -0.028; C -0.001; H 0.118; H 0.120; H 0.092; H 0.120; H 0.080; H 0.109; H 0.104; H 0.118; H 0.129; H 0.113; H 0.106; H 0.107; H 0.107; H 0.107; H 0.129; H 0.105; H 0.110; H 0.117; O 0.048; N -0.311; O 0.079; C -0.106; C -0.009; N 0.146; C -0.287; N 0.154; O 0.040; N -0.158; O 0.097; C -0.090; C 0.134; H 0.134; H 0.143


# 2
The following is a quantum chemistry calculation of a structure of composition C23H21CeN3O2 in a non-equilibrium geometry, from OMol25.

CARTESIAN COORDINATES (ANGSTROEM)
C1 0.07719 -1.39527 -4.82627
C2 -1.24611 -1.49197 -4.30487
C3 -1.17201 -2.14827 -3.04317
C4 0.19529 -2.43867 -2.77627
C5 0.96979 -1.97217 -3.88047
Ce1 0.01629 -0.08027 -2.87277
C6 -0.98081 1.53173 -3.80897
C7 0.41409 1.79383 -4.29447
C8 0.76069 2.36163 -5.48527
N1 1.32839 1.22633 -3.37277
H1 -2.01251 -2.35047 -2.37677
H2 -2.15201 -1.12697 -4.78877
H3 0.58729 -2.90967 -1.87307
H4 2.05599 -2.02927 -3.97487
H5 0.36079 -0.89257 -5.75347
H6 -1.75631 1.54363 -4.58527
H7 2.31499 1.35183 -3.60997
H8 -1.24371 2.16513 -2.94207
H9 -0.00241 2.80303 -6.13247
H10 1.81109 2.45293 -5.78787
O1 -0.09841 2.72553 -0.64107
C9 -0.05681 1.69883 0.01623
N2 -0.05021 1.68083 1.36523
C10 0.01199 0.30243 1.81893
C11 0.02689 -0.40777 0.48383
O2 0.03859 -1.61697 0.31653
N3 -0.00881 0.47473 -0.52797
C12 1.30359 0.09703 2.62953
C13 2.31669 -0.81627 2.25083
C14 3.47289 -0.96187 3.02213
C15 3.64719 -0.20097 4.17743
C16 2.66519 0.71103 4.56453
C17 1.50539 0.86153 3.79893
C18 -1.27241 -0.06447 2.57773
C19 -1.26671 -0.67317 3.85433
C20 -2.46631 -0.98937 4.49993
C21 -3.68891 -0.71067 3.88933
C22 -3.71711 -0.11717 2.62793
C23 -2.52331 0.20173 1.97663
H11 -0.08901 2.51663 1.96723
H12 2.23409 -1.42747 1.36553
H13 4.23669 -1.66747 2.72123
H14 4.54409 -0.31707 4.77143
H15 2.80249 1.30273 5.46013
H16 0.75719 1.57543 4.12033
H17 -0.34641 -0.91797 4.36333
H18 -2.44691 -1.45467 5.47713
H19 -4.61501 -0.95747 4.39203
H20 -4.66561 0.09633 2.15243
H21 -2.57701 0.66133 0.99793

As for the total charge: 0. For the LUMO energy, the calculation gives -0.122 eV. Its spin multiplicity is 1. The calculation puts the total energy at -1678.79148 hartree. The HOMO energy comes out at -7.98 eV.

Charge distribution, Löwdin scheme, values in e: C -0.170; C -0.180; C -0.167; C -0.183; C -0.182; Ce 1.139; C -0.225; C -0.477; C 0.056; N -0.116; H 0.142; H 0.132; H 0.131; H 0.137; H 0.139; H 0.091; H 0.123; H 0.091; H 0.062; H 0.059; O 0.048; C -0.614; N 0.169; C -0.271; C -0.460; O 0.064; N 0.052; C -0.121; C -0.005; C -0.076; C -0.092; C -0.078; C -0.047; C -0.108; C -0.015; C -0.077; C -0.093; C -0.078; C -0.015; H 0.180; H 0.103; H 0.100; H 0.098; H 0.100; H 0.114; H 0.106; H 0.100; H 0.098; H 0.100; H 0.116


# 3
The following is a quantum chemistry calculation of a structure of composition C23H21I2N6O10Ru, from OMol25.

CARTESIAN COORDINATES (ANGSTROEM)
Ru1 -0.50165 0.27771 0.45394
I1 1.11739 1.16286 2.81204
C1 -0.60034 2.15804 3.54974
I2 -2.05820 2.20557 2.02033
H1 -0.32653 3.17435 3.80102
H2 -0.99682 1.58353 4.37615
O1 5.60961 4.82372 -0.18124
C2 5.50208 3.87360 -1.13629
O2 6.33524 3.75211 -1.97806
C3 4.28324 2.98850 -1.09525
C4 3.03100 3.44020 -0.69345
C5 1.93302 2.59429 -0.75388
C6 2.09704 1.30150 -1.22432
C7 3.34502 0.83330 -1.61054
C8 4.43343 1.68551 -1.55708
N1 0.94438 0.44953 -1.28859
C9 0.75450 -0.32421 -2.27483
C10 -0.38032 -1.26480 -2.26215
C11 -0.61575 -2.13289 -3.30494
C12 -1.68981 -3.01448 -3.20682
C13 -2.47626 -2.99246 -2.07117
C14 -2.17064 -2.09120 -1.05686
N2 -1.14882 -1.24302 -1.15790
H3 4.91481 4.73221 0.48469
H4 2.89514 4.46531 -0.36934
H5 0.94330 2.95310 -0.49152
H6 3.47052 -0.19392 -1.93139
H7 5.41185 1.35591 -1.88190
H8 1.41847 -0.31347 -3.13810
H9 0.03180 -2.13106 -4.17262
H10 -1.89774 -3.71184 -4.00752
H11 -3.31262 -3.66733 -1.95428
H12 -2.74283 -2.05396 -0.13912
O3 0.03037 -5.52012 5.96514
N3 0.69700 -5.26759 4.99144
O4 1.64843 -5.89631 4.59039
C15 0.22762 -4.15977 4.13493
C16 0.88924 -3.90167 2.96522
C17 0.44185 -2.84689 2.18506
C18 -0.66447 -2.04497 2.50720
O5 -1.18934 -1.15970 1.69218
C19 -1.26663 -2.36155 3.73353
C20 -0.85527 -3.40130 4.53541
N4 -2.40559 -1.56661 4.22411
O6 -3.21974 -2.12334 4.91131
O7 -2.41672 -0.38063 3.93985
N5 1.17832 -2.59620 0.95580
O8 1.77115 -3.48732 0.42424
O9 1.20791 -1.43023 0.51251
H13 1.73697 -4.50197 2.66432
H14 -1.36974 -3.62369 5.46139
C21 -3.76962 2.34050 -3.75642
N6 -2.81393 2.50499 -2.64799
C22 -2.19386 3.81299 -2.39818
C23 -2.46466 1.48205 -1.91431
O10 -1.62128 1.56976 -0.98279
H15 -4.31953 3.26844 -3.88182
H16 -4.47811 1.55061 -3.52080
H17 -3.25264 2.10695 -4.68483
H18 -2.58824 4.52682 -3.11408
H19 -1.11342 3.74681 -2.51318
H20 -2.42252 4.14876 -1.38873
H21 -2.95709 0.53497 -2.14966

The expectation value of S² is 8.761. As for the total charge: +2. For the LUMO energy (alpha / beta), the calculation gives -6.838 / -8.463 eV. Its spin multiplicity is 6. The calculation puts the total energy at -2659.40071 hartree. Its energy relative to the best compared isomer or geometry (same formula, charge and spin) is 15.13 kcal/mol. The HOMO energy (alpha / beta) comes out at -14.56 / -14.58 eV.

Charge distribution, Löwdin scheme, values in e: Ru 1.327; I 0.998; C -1.034; I 1.039; H -0.015; H -0.026; O 0.139; C -0.473; O 0.168; C -0.111; C -0.002; C -0.050; C -0.272; C 0.008; C 0.028; N -0.016; C -0.039; C -0.249; C 0.030; C 0.002; C -0.001; C -0.088; N -0.004; H 0.108; H 0.129; H 0.098; H 0.127; H 0.140; H 0.156; H 0.135; H 0.132; H 0.128; H 0.124; O 0.128; N -0.346; O 0.119; C -0.095; C 0.113; C -0.059; C -0.283; O -0.296; C -0.040; C 0.122; N -0.325; O 0.153; O 0.001; N -0.285; O 0.179; O -0.096; H 0.150; H 0.152; C 0.005; N -0.140; C 0.012; C -0.283; O -0.274; H 0.102; H 0.098; H 0.105; H 0.102; H 0.097; H 0.099; H 0.148